{
  "formula": "C11H18Br3INO7P",
  "method": "ωB97M-V with the def2-TZVPD basis set",
  "e_lumo_ev": -0.231,
  "e_tot_ev": -255040.567,
  "orbital_gap_ev": 9.22,
  "homo_energy_ev": -9.4,
  "largest_force_ev_per_a": 1.128,
  "symbols": ["C", "C", "O", "N", "C", "C", "C", "C", "C", "I", "O", "C", "O", "O", "C", "C", "P", "O", "O", "O", "H", "H", "H", "H", "H", "H", "H", "H", "H", "H", "H", "H", "H", "H", "H", "H", "H", "C", "Br", "Br", "Br", "H"],
  "xyz": [[-3.026, -1.818, -0.166], [-3.125, -1.898, -1.670], [-4.213, -1.842, -2.198], [-1.957, -1.980, -2.466], [-0.769, -2.679, -1.965], [0.482, -1.814, -1.846], [0.649, -1.081, -0.498], [1.156, 0.375, -0.578], [0.179, 1.400, -0.027], [-1.435, 1.665, -1.459], [-0.359, 1.008, 1.222], [0.400, 1.628, 2.168], [0.783, 1.148, 3.177], [0.650, 2.890, 1.735], [0.780, 2.823, 0.304], [2.246, 3.012, -0.070], [2.766, 4.749, -0.033], [3.309, 5.211, -1.311], [3.788, 4.848, 1.192], [1.492, 5.610, 0.432], [-3.782, -2.481, 0.256], [-2.072, -2.125, 0.247], [-3.257, -0.809, 0.171], [-1.726, -1.080, -2.864], [-0.542, -3.464, -2.691], [-0.990, -3.189, -1.028], [0.528, -1.092, -2.666], [1.349, -2.463, -1.979], [-0.261, -1.107, 0.096], [1.396, -1.626, 0.080], [1.391, 0.667, -1.602], [2.075, 0.462, 0.009], [0.179, 3.584, -0.183], [2.874, 2.480, 0.649], [2.454, 2.613, -1.060], [3.514, 5.489, 1.859], [1.115, 5.289, 1.266], [-1.692, -4.876, 2.794], [-2.683, -5.215, 1.178], [-0.452, -6.296, 3.167], [-0.809, -3.166, 2.752], [-2.404, -4.848, 3.605]]
}

{
  "formula": "C61H69CaIN9O3Se",
  "method": "ωB97M-V with the def2-TZVPD basis set",
  "charge": -1,
  "e_lumo_ev": 2.086,
  "e_tot_ev": -175821.861,
  "orbital_gap_ev": 5.65,
  "homo_energy_ev": -3.6,
  "largest_force_ev_per_a": 1.799,
  "de_lowest_kcal_mol": 26.8,
  "symbols": ["Ca", "N", "C", "C", "C", "C", "C", "N", "C", "C", "C", "C", "C", "N", "H", "H", "H", "H", "H", "H", "H", "H", "H", "C", "C", "C", "C", "N", "C", "C", "C", "C", "C", "C", "N", "H", "H", "H", "H", "H", "H", "H", "H", "I", "C", "H", "H", "C", "C", "C", "C", "C", "C", "H", "H", "H", "H", "H", "C", "C", "C", "C", "C", "C", "N", "C", "C", "C", "C", "C", "C", "C", "O", "O", "C", "C", "H", "H", "H", "H", "H", "H", "H", "H", "H", "H", "H", "H", "H", "H", "C", "C", "C", "C", "N", "C", "Se", "N", "C", "C", "C", "C", "C", "C", "C", "C", "C", "C", "H", "H", "H", "H", "H", "H", "H", "H", "H", "H", "H", "H", "H", "H", "H", "H", "H", "H", "H", "H", "H", "H", "C", "N", "C", "C", "C", "O", "H", "H", "H", "H", "H", "H", "H", "H", "H"],
  "xyz": [[0.007, 0.203, 1.714], [0.061, 5.880, 2.653], [0.855, 5.046, 3.443], [1.576, 5.643, 4.489], [2.396, 4.848, 5.262], [2.461, 3.485, 5.003], [1.664, 2.988, 3.986], [0.893, 3.746, 3.210], [-0.705, 5.615, 1.516], [-1.633, 6.593, 1.123], [-2.397, 6.363, -0.001], [-2.229, 5.178, -0.706], [-1.273, 4.290, -0.247], [-0.515, 4.502, 0.828], [-0.056, 6.805, 3.022], [1.489, 6.706, 4.682], [2.972, 5.286, 6.068], [3.095, 2.824, 5.581], [1.640, 1.924, 3.771], [-1.745, 7.506, 1.698], [-3.121, 7.103, -0.323], [-2.821, 4.953, -1.584], [-1.082, 3.355, -0.764], [-1.645, 0.367, -3.728], [-0.846, 1.148, -4.544], [0.167, 1.907, -3.976], [0.361, 1.852, -2.599], [-0.409, 1.093, -1.820], [-1.392, 0.379, -2.361], [1.404, 2.655, -1.892], [2.141, 3.653, -2.522], [3.024, 4.414, -1.773], [3.156, 4.156, -0.420], [2.412, 3.114, 0.118], [1.566, 2.383, -0.598], [-2.449, -0.231, -4.138], [-1.011, 1.176, -5.614], [0.794, 2.525, -4.604], [-2.002, -0.202, -1.669], [2.025, 3.851, -3.579], [3.592, 5.207, -2.243], [3.816, 4.743, 0.206], [2.491, 2.848, 1.167], [-2.674, -4.057, 3.771], [-1.715, -2.241, 3.053], [-0.653, -2.455, 3.144], [-2.013, -1.489, 3.778], [-3.911, 1.996, 4.613], [-2.751, 1.566, 5.242], [-1.635, 1.210, 4.482], [-1.610, 1.255, 3.077], [-2.815, 1.689, 2.490], [-3.939, 2.055, 3.223], [-4.784, 2.272, 5.196], [-2.722, 1.499, 6.327], [-0.753, 0.862, 5.022], [-2.890, 1.733, 1.400], [-4.851, 2.365, 2.715], [7.286, -2.827, -2.344], [6.692, -1.520, -1.877], [6.933, -0.362, -2.608], [6.360, 0.843, -2.227], [5.590, 0.907, -1.081], [5.370, -0.235, -0.308], [4.559, -0.114, 0.827], [4.811, -0.600, 2.101], [6.098, -0.976, 2.504], [6.329, -1.434, 3.790], [5.292, -1.522, 4.710], [4.015, -1.148, 4.320], [3.758, -0.686, 3.037], [2.350, -0.289, 2.685], [1.400, -0.817, 3.304], [2.181, 0.585, 1.767], [5.880, -1.476, -0.736], [5.491, -2.750, -0.031], [8.084, -2.646, -3.064], [6.530, -3.451, -2.831], [7.696, -3.401, -1.511], [7.564, -0.408, -3.488], [6.533, 1.738, -2.811], [5.149, 1.844, -0.763], [3.695, 0.415, 0.769], [6.916, -0.882, 1.800], [7.334, -1.722, 4.077], [5.480, -1.867, 5.719], [3.184, -1.208, 5.011], [6.207, -3.033, 0.746], [5.421, -3.577, -0.740], [4.522, -2.627, 0.455], [-3.710, -5.123, -0.205], [-2.287, -5.118, -0.769], [-2.181, -4.664, -2.230], [-2.318, -3.158, -2.468], [-3.613, -2.584, -2.124], [-3.704, -1.559, -1.219], [-2.243, -1.715, 1.245], [-5.039, -1.389, -1.041], [-5.557, -0.399, -0.110], [-6.271, 0.773, -0.780], [-5.390, 1.581, -1.744], [-5.278, 0.989, -3.152], [-5.790, -2.271, -1.804], [-7.155, -2.476, -1.929], [-7.582, -3.435, -2.841], [-6.665, -4.154, -3.607], [-5.296, -3.964, -3.464], [-4.866, -3.030, -2.531], [-3.767, -5.756, 0.681], [-4.432, -5.495, -0.940], [-4.003, -4.117, 0.104], [-1.871, -6.128, -0.702], [-1.675, -4.459, -0.145], [-2.920, -5.209, -2.825], [-1.195, -4.937, -2.619], [-2.089, -2.938, -3.518], [-1.605, -2.630, -1.833], [-4.691, -0.046, 0.451], [-6.228, -0.897, 0.595], [-6.612, 1.430, 0.024], [-7.163, 0.425, -1.313], [-4.388, 1.675, -1.310], [-5.808, 2.587, -1.831], [-4.756, 0.032, -3.144], [-4.723, 1.667, -3.806], [-6.269, 0.831, -3.587], [-7.864, -1.915, -1.333], [-8.640, -3.626, -2.962], [-7.027, -4.880, -4.325], [-4.596, -4.527, -4.067], [3.011, -3.216, -2.223], [2.369, -2.273, -1.333], [2.375, -0.890, -1.785], [1.651, -2.633, -0.230], [1.607, -4.101, 0.127], [1.062, -1.820, 0.466], [3.924, -2.760, -2.615], [2.368, -3.474, -3.073], [3.281, -4.132, -1.705], [1.915, -0.817, -2.776], [3.401, -0.517, -1.844], [1.813, -0.279, -1.090], [1.224, -4.704, -0.698], [0.942, -4.206, 0.981], [2.599, -4.465, 0.405]]
}

{
  "formula": "C3H16N2O3",
  "method": "ωB97M-V with the def2-TZVPD basis set",
  "e_lumo_ev": 0.540,
  "e_tot_ev": -12491.895,
  "orbital_gap_ev": 9.55,
  "homo_energy_ev": -9.0,
  "largest_force_ev_per_a": 2.778,
  "de_lowest_kcal_mol": 42.3,
  "smiles": "C[C@H](N)CN.O.O.O",
  "symbols": ["C", "C", "N", "C", "N", "H", "H", "H", "H", "H", "H", "H", "H", "H", "H", "O", "H", "H", "O", "H", "H", "O", "H", "H"],
  "xyz": [[1.086, -1.754, 2.547], [0.423, -0.624, 1.803], [-0.056, -1.086, 0.496], [1.371, 0.548, 1.546], [0.612, 1.530, 0.745], [0.431, -2.257, 3.261], [1.817, -2.278, 1.952], [1.712, -1.350, 3.369], [-0.414, -0.314, 2.407], [-1.042, -0.972, 0.352], [0.368, -1.811, -0.048], [2.305, 0.288, 1.043], [1.565, 1.110, 2.459], [0.307, 1.014, -0.064], [1.033, 2.441, 0.708], [1.665, 0.422, -2.463], [1.088, 0.131, -1.742], [2.294, -0.312, -2.395], [-3.247, 0.488, -0.893], [-3.509, 0.017, -0.097], [-2.650, 1.202, -0.648], [-1.346, 0.472, -2.793], [-1.140, 0.462, -1.863], [-1.911, -0.165, -3.221]]
}

{
  "formula": "C11H8",
  "method": "ωB97M-V with the def2-TZVPD basis set",
  "e_lumo_ev": [-0.838, -0.493],
  "e_tot_ev": -11523.820,
  "orbital_gap_ev": [6.77, 7.52],
  "homo_energy_ev": [-7.6, -8.0],
  "largest_force_ev_per_a": 1.442,
  "de_lowest_kcal_mol": 227.8,
  "symbols": ["C", "C", "C", "C", "C", "C", "C", "C", "C", "C", "C", "H", "H", "H", "H", "H", "H", "H", "H"],
  "xyz": [[2.694, -1.303, 0.061], [3.856, -0.445, 0.002], [1.182, 0.218, 1.390], [1.838, 1.357, 0.989], [1.492, -1.118, 0.949], [0.858, 1.456, -0.208], [-0.123, 0.840, 0.799], [1.342, -1.022, -0.595], [1.541, 0.385, -1.104], [3.022, 0.294, -0.688], [-1.271, -0.075, 0.400], [1.057, -2.000, 1.399], [0.647, 2.417, -0.677], [-0.501, 1.624, 1.454], [0.728, -1.754, -1.090], [1.404, 0.543, -2.172], [-2.191, 0.503, 0.393], [-1.388, -0.886, 1.116], [-1.134, -0.496, -0.591]]
}

{
  "formula": "C10H20N3",
  "method": "ωB97M-V with the def2-TZVPD basis set",
  "charge": 1,
  "e_lumo_ev": [-6.594, -5.987],
  "e_tot_ev": -15152.166,
  "orbital_gap_ev": [5.61, 6.61],
  "homo_energy_ev": [-12.2, -12.6],
  "largest_force_ev_per_a": 4.869,
  "de_lowest_kcal_mol": 159.4,
  "symbols": ["C", "C", "C", "C", "C", "C", "C", "C", "C", "C", "N", "N", "N", "H", "H", "H", "H", "H", "H", "H", "H", "H", "H", "H", "H", "H", "H", "H", "H", "H", "H", "H", "H"],
  "xyz": [[1.448, -0.100, 0.917], [0.494, 2.156, 0.882], [-0.870, 1.890, 0.032], [2.260, 1.439, -0.699], [3.043, 0.079, -0.727], [-1.962, -1.639, 1.012], [-3.489, -0.057, -0.050], [-1.491, -0.730, -1.370], [2.671, -2.119, 0.583], [-1.958, -0.390, 0.042], [1.420, 1.210, 0.554], [-1.540, 0.847, 0.646], [2.344, -0.758, 0.242], [0.803, 3.078, 0.532], [0.267, 2.061, 1.992], [-1.692, 2.650, 0.199], [-0.696, 1.863, -1.092], [3.071, 2.060, -0.434], [1.608, 1.768, -1.535], [3.170, -0.291, -1.688], [4.149, 0.345, -0.429], [-2.041, -1.345, 2.002], [-2.691, -2.367, 0.726], [-1.028, -2.039, 0.861], [-3.593, 0.848, -0.425], [-3.812, -0.057, 0.981], [-4.134, -0.678, -0.636], [-0.379, -0.723, -1.368], [-1.732, -1.744, -1.515], [-1.849, -0.078, -2.110], [3.713, -2.244, 0.692], [2.425, -2.676, -0.309], [2.071, -2.259, 1.490]]
}

Question: Number 2 is which compound?
Answer: C61H69CaIN9O3Se

Repeat the fourth record exactly.
{
  "formula": "C11H8",
  "method": "ωB97M-V with the def2-TZVPD basis set",
  "e_lumo_ev": [-0.838, -0.493],
  "e_tot_ev": -11523.820,
  "orbital_gap_ev": [6.77, 7.52],
  "homo_energy_ev": [-7.6, -8.0],
  "largest_force_ev_per_a": 1.442,
  "de_lowest_kcal_mol": 227.8,
  "symbols": ["C", "C", "C", "C", "C", "C", "C", "C", "C", "C", "C", "H", "H", "H", "H", "H", "H", "H", "H"],
  "xyz": [[2.694, -1.303, 0.061], [3.856, -0.445, 0.002], [1.182, 0.218, 1.390], [1.838, 1.357, 0.989], [1.492, -1.118, 0.949], [0.858, 1.456, -0.208], [-0.123, 0.840, 0.799], [1.342, -1.022, -0.595], [1.541, 0.385, -1.104], [3.022, 0.294, -0.688], [-1.271, -0.075, 0.400], [1.057, -2.000, 1.399], [0.647, 2.417, -0.677], [-0.501, 1.624, 1.454], [0.728, -1.754, -1.090], [1.404, 0.543, -2.172], [-2.191, 0.503, 0.393], [-1.388, -0.886, 1.116], [-1.134, -0.496, -0.591]]
}